(1)
{"formula": "C3H4P2", "method": "ωB97M-V with the def2-TZVPD basis set", "species": ["C", "C", "C", "P", "P", "H", "H", "H", "H"], "xyz": [[-0.52689, 0.41152, 0.90933], [-0.35220, -0.38328, -0.11870], [1.68603, -0.38070, -0.86032], [2.63985, 1.07981, -0.22403], [2.91239, -0.79398, 0.41663], [-1.35806, 0.71708, 1.43988], [0.28194, 1.00120, 1.20440], [-0.83068, -1.06754, -0.72455], [1.50467, -0.64974, -1.82143]], "nbo_charge": [-0.461, -0.128, -0.817, 0.271, 0.362, 0.205, 0.184, 0.187, 0.197], "e_homo_ev": -8.2, "energy_ha": -799.2441, "gap_ev": 7.37, "total_charge": 0}

(2)
{"formula": "CH28N3O11", "method": "ωB97M-V with the def2-TZVPD basis set", "species": ["N", "C", "N", "N", "H", "H", "H", "H", "H", "H", "H", "H", "O", "H", "H", "O", "H", "H", "O", "H", "H", "O", "H", "H", "O", "H", "H", "O", "H", "H", "O", "H", "H", "O", "H", "H", "O", "H", "H", "O", "H", "H", "O"], "xyz": [[1.64253, 0.73348, 0.46959], [0.52381, -0.06791, 0.40367], [-0.36229, -0.08849, 1.42576], [0.27646, -0.88090, -0.61792], [2.27173, 0.67060, -0.27554], [1.77115, 1.57874, 0.95474], [-0.84068, -0.91944, 1.70049], [-0.23158, 0.63092, 2.18708], [-0.28609, -1.70506, -0.62788], [0.60063, -0.58620, -1.59068], [2.05150, -2.88988, -0.14977], [1.70040, -3.52708, 1.11454], [1.59860, -3.58407, 0.22389], [1.26523, 3.10684, -1.63050], [0.48871, 1.90941, -2.11289], [0.84569, 2.27303, -1.36832], [2.60181, -2.24623, 3.34443], [1.74090, -1.18766, 4.05525], [1.98900, -1.49631, 3.19494], [-1.99149, 2.36643, 0.72499], [-3.53001, 2.04507, 0.41215], [-2.64342, 2.15500, 0.00997], [2.25105, 0.34488, -2.96417], [3.37362, -0.25026, -2.16341], [2.50300, 0.07278, -2.08007], [0.17261, 2.94696, 0.15907], [0.77735, 3.97031, 1.16811], [0.08939, 3.35598, 0.96933], [-2.50847, -2.13129, -1.15707], [-3.71816, -3.11380, -1.46870], [-2.75107, -3.02008, -1.47114], [-0.67406, 0.76084, -4.05925], [0.56475, -0.29952, -4.34284], [0.27664, 0.49840, -3.94408], [-1.43117, 0.31222, -1.49553], [-2.32413, 1.47806, -1.63771], [-2.25186, 0.53497, -1.92399], [-1.38696, 2.17197, 4.32087], [-0.42758, 2.65161, 3.11962], [-0.64511, 2.03755, 3.86570], [-1.24959, -3.16336, 0.45360], [-0.15720, -3.29864, 1.21831], [-0.87512, -2.77320, 1.19611]], "nbo_charge": [-0.787, 0.638, -0.808, -0.851, 0.427, 0.403, 0.444, 0.421, 0.422, 0.443, 0.474, 0.455, -0.951, 0.444, 0.478, -1.112, 0.466, 0.475, -0.964, 0.495, 0.483, -0.985, 0.474, 0.450, -1.183, 0.494, 0.466, -1.056, 0.477, 0.485, -0.969, 0.505, 0.468, -1.082, 0.453, 0.495, -0.986, 0.472, 0.503, -0.986, 0.478, 0.473, -0.943], "s2": 0.750, "e_homo_ev": [-2.4, -10.4], "energy_ha": -1046.6505, "gap_ev": [2.57, 10.39], "total_charge": 0, "spin_multiplicity": 2}

(3)
{"formula": "C35H84BrN3O28P7", "method": "ωB97M-V with the def2-TZVPD basis set", "species": ["C", "O", "C", "C", "C", "N", "C", "P", "N", "O", "C", "C", "C", "O", "O", "C", "C", "C", "C", "C", "N", "C", "C", "C", "C", "Br", "H", "H", "H", "H", "H", "H", "H", "H", "H", "H", "H", "H", "H", "H", "H", "H", "H", "H", "H", "H", "H", "H", "H", "H", "H", "H", "H", "H", "H", "H", "C", "O", "P", "O", "O", "C", "O", "C", "H", "H", "H", "H", "H", "H", "H", "H", "H", "C", "O", "P", "O", "O", "C", "O", "C", "H", "H", "H", "H", "H", "H", "H", "H", "H", "C", "O", "P", "O", "O", "C", "O", "C", "H", "H", "H", "H", "H", "H", "H", "H", "H", "C", "O", "P", "O", "O", "C", "O", "C", "H", "H", "H", "H", "H", "H", "H", "H", "H", "C", "O", "P", "O", "O", "C", "O", "C", "H", "H", "H", "H", "H", "H", "H", "H", "H", "C", "O", "P", "O", "O", "C", "O", "C", "H", "H", "H", "H", "H", "H", "H", "H", "H"], "xyz": [[5.11817, -1.18756, -5.05139], [4.71229, 0.08897, -5.56194], [4.25946, 0.02328, -6.91903], [2.69886, -0.02387, -7.09455], [1.88842, 0.95107, -6.13923], [0.87401, 0.14414, -5.39408], [-0.22911, -0.40346, -6.09494], [-0.55675, -0.27289, -7.94538], [-0.08206, 1.27221, -8.58580], [0.48572, -1.39785, -8.70505], [-1.27980, -1.17517, -5.40470], [-1.20137, -1.45107, -3.95052], [-2.31047, -2.25870, -3.23300], [-2.17680, -3.29778, -2.64194], [-3.57695, -1.66511, -3.25936], [0.00182, -0.89869, -3.25534], [0.11252, -1.23131, -1.73151], [0.89828, -2.60938, -1.45886], [2.29867, -2.69690, -2.18224], [3.00849, -4.12188, -2.06496], [3.34209, -4.67322, -3.41783], [1.00510, -0.08262, -4.02578], [2.20273, 0.49285, -3.18598], [1.98695, 2.04605, -2.94134], [2.83739, 2.51835, -1.68138], [0.08925, 2.49364, -2.58947], [6.17434, -1.43532, -5.36703], [4.38757, -2.02309, -5.24955], [5.15836, -1.07620, -3.92272], [4.74734, 0.82860, -7.54821], [4.65748, -0.95188, -7.34804], [2.44718, 0.23834, -8.15882], [2.28579, -1.06504, -6.92617], [2.63966, 1.42953, -5.45812], [1.40262, 1.81995, -6.67662], [-0.88383, 1.80008, -8.94584], [0.52364, 1.14458, -9.41150], [0.01545, -1.63442, -9.52789], [-2.17105, -1.58703, -5.94967], [-4.24446, -2.37333, -3.14145], [0.64019, -0.40879, -1.18147], [-0.90335, -1.39155, -1.26030], [0.25324, -3.49949, -1.70405], [1.11632, -2.63237, -0.34720], [2.23873, -2.45508, -3.28466], [2.98107, -1.96523, -1.64479], [2.45865, -4.85827, -1.42118], [4.01389, -3.96599, -1.56460], [2.55067, -4.51833, -4.04882], [4.10577, -4.09930, -3.80037], [3.12806, 0.32379, -3.82497], [2.39130, -0.03649, -2.22419], [2.32378, 2.62075, -3.84020], [2.19016, 2.65963, -0.77081], [3.23322, 3.54840, -1.93917], [3.66945, 1.80201, -1.44444], [-5.88060, 0.97756, 3.72571], [-4.69655, 0.48559, 3.10744], [-4.28929, 1.09479, 1.57345], [-4.71896, 2.51281, 1.84692], [-5.51134, 0.23490, 0.88376], [-5.63996, -1.15573, 1.21238], [-3.67950, 1.50191, 0.03017], [-2.99730, 0.45025, -0.65730], [-6.16365, 0.27154, 4.50895], [-5.69203, 1.94784, 4.18447], [-6.69833, 1.05183, 3.00653], [-6.47379, -1.28496, 1.90234], [-4.73137, -1.55224, 1.66865], [-5.85362, -1.71889, 0.30314], [-3.69913, -0.33347, -0.94983], [-2.21611, 0.02983, -0.01958], [-2.53381, 0.86586, -1.55358], [-8.79547, -6.00371, 3.36504], [-8.16595, -5.97911, 2.08920], [-8.19886, -4.51101, 1.21954], [-8.01676, -3.68153, 2.47404], [-9.80132, -4.72588, 0.90485], [-10.23413, -5.96217, 0.32635], [-8.21971, -3.05497, 0.31066], [-8.24853, -3.22786, -1.11121], [-8.97431, -7.04836, 3.62567], [-8.14159, -5.56555, 4.11807], [-9.75173, -5.47731, 3.34237], [-10.71542, -6.56811, 1.09456], [-9.40586, -6.52476, -0.10616], [-10.96380, -5.74938, -0.45577], [-9.20543, -3.64818, -1.42668], [-7.43466, -3.88343, -1.43058], [-8.11726, -2.25130, -1.57854], [1.85082, -2.81609, 3.91655], [2.60871, -4.01041, 3.78041], [2.07858, -5.14964, 2.63389], [1.65799, -4.13534, 1.59800], [0.81505, -5.56193, 3.60364], [1.06187, -5.85157, 4.98554], [1.70962, -6.45410, 1.59932], [2.06564, -7.75714, 2.08135], [2.10884, -2.36799, 4.87769], [2.10865, -2.11221, 3.12499], [0.77918, -3.02603, 3.90200], [0.73037, -5.00904, 5.59307], [2.11766, -6.04163, 5.18226], [0.48494, -6.73186, 5.26966], [1.44107, -8.03361, 2.93285], [3.11742, -7.78021, 2.37158], [1.90821, -8.47470, 1.27659], [-1.10239, -2.73547, 8.26164], [-2.52063, -2.69670, 8.19119], [-3.26950, -3.60079, 6.95926], [-2.32863, -4.77625, 7.04023], [-2.77073, -2.52102, 5.81974], [-2.98310, -1.12339, 6.04245], [-4.25176, -4.37740, 5.80008], [-5.45809, -3.68978, 5.43728], [-0.77643, -1.88072, 8.85734], [-0.77342, -3.64906, 8.75628], [-0.65665, -2.66237, 7.26706], [-2.03622, -0.65582, 6.31707], [-3.71499, -0.93973, 6.83002], [-3.33897, -0.66844, 5.11634], [-5.22707, -2.77865, 4.88122], [-6.03644, -3.44147, 6.32930], [-6.05303, -4.34929, 4.80600], [7.53372, 7.70779, -0.53086], [6.13463, 7.91786, -0.68887], [5.32976, 7.01710, -1.89376], [6.16166, 5.78325, -1.61583], [6.03524, 7.92570, -3.07194], [5.93265, 9.35258, -2.99974], [4.46747, 6.13133, -3.07847], [3.34902, 6.80301, -3.66887], [7.93627, 8.56133, 0.01764], [7.71702, 6.80432, 0.04965], [8.03386, 7.64309, -1.49917], [6.88706, 9.76408, -2.67022], [5.14863, 9.67313, -2.31259], [5.71173, 9.74130, -3.99451], [3.68180, 7.63831, -4.28827], [2.67652, 7.16685, -2.88923], [2.81094, 6.08870, -4.29289], [4.05306, 8.22013, 1.55776], [3.34662, 8.05394, 2.77904], [4.17664, 8.42532, 4.21744], [4.90475, 9.62335, 3.66482], [5.08990, 7.05960, 4.07742], [4.43802, 5.81478, 3.81532], [4.79403, 8.68853, 5.78593], [4.27765, 7.83543, 6.81459], [3.52908, 7.64714, 0.78698], [4.05808, 9.26974, 1.26385], [5.07350, 7.84549, 1.63979], [4.59329, 5.54163, 2.77039], [3.36713, 5.86194, 4.01750], [4.88332, 5.04366, 4.44560], [4.61953, 6.80867, 6.66794], [3.18633, 7.86436, 6.81969], [4.64240, 8.19801, 7.77529]], "lowdin_charge": [-0.109, -0.232, -0.205, -0.129, -0.110, -0.003, -0.256, 0.903, -0.191, -0.317, 0.022, 0.013, -0.428, 0.143, 0.074, -0.046, -0.132, -0.155, -0.195, -0.248, -0.032, -0.114, -0.155, -0.662, -0.122, 0.732, 0.109, 0.089, 0.099, 0.140, 0.132, 0.100, 0.116, 0.106, 0.129, 0.044, 0.052, 0.054, 0.120, 0.136, 0.111, 0.107, 0.117, 0.108, 0.093, 0.109, 0.111, 0.115, 0.055, 0.047, 0.115, 0.094, 0.083, 0.068, 0.083, 0.090, -0.121, -0.341, 0.709, -0.254, -0.252, -0.111, -0.229, -0.147, 0.089, 0.088, 0.093, 0.082, 0.086, 0.073, 0.070, 0.075, 0.065, -0.127, -0.327, 0.745, -0.268, -0.258, -0.111, -0.262, -0.137, 0.096, 0.070, 0.092, 0.090, 0.085, 0.089, 0.080, 0.075, 0.088, -0.132, -0.318, 0.714, -0.286, -0.256, -0.103, -0.239, -0.123, 0.093, 0.080, 0.088, 0.083, 0.084, 0.094, 0.082, 0.082, 0.090, -0.133, -0.320, 0.708, -0.275, -0.266, -0.112, -0.232, -0.115, 0.092, 0.086, 0.079, 0.086, 0.087, 0.070, 0.077, 0.085, 0.074, -0.118, -0.345, 0.725, -0.265, -0.257, -0.108, -0.263, -0.135, 0.098, 0.087, 0.090, 0.090, 0.085, 0.089, 0.080, 0.080, 0.081, -0.149, -0.321, 0.709, -0.258, -0.258, -0.122, -0.232, -0.129, 0.079, 0.089, 0.076, 0.085, 0.083, 0.087, 0.078, 0.080, 0.090], "e_homo_ev": -10.9, "energy_ha": -8617.6993, "gap_ev": 6.39, "total_charge": 1}

(4)
{"formula": "C14H26INO3P2Ru", "method": "ωB97M-V with the def2-TZVPD basis set", "species": ["C", "C", "H", "H", "H", "O", "I", "Ru", "P", "C", "C", "H", "H", "H", "H", "H", "H", "C", "H", "H", "H", "P", "C", "C", "H", "H", "H", "C", "H", "H", "H", "H", "H", "H", "C", "O", "O", "N", "C", "C", "C", "C", "C", "H", "H", "H", "H", "H"], "xyz": [[0.02322, -0.06608, -7.83791], [0.02982, 0.65182, -6.51731], [0.02672, 0.66582, -8.64971], [-0.86258, -0.70508, -7.89171], [0.90122, -0.71558, -7.89411], [0.04112, 1.82032, -6.31591], [0.01622, -0.79528, -4.80641], [0.02362, -0.04518, 0.03589], [2.33542, -0.19028, -0.04351], [3.30102, 1.11262, 0.80939], [2.99922, -1.74418, 0.66369], [4.08462, -1.80788, 0.52949], [4.10082, -0.33818, -1.73651], [2.50872, -2.58138, 0.16069], [2.52562, -0.97688, -2.30961], [3.03652, 1.12372, 1.87029], [2.75772, -1.78668, 1.72909], [3.01672, -0.18088, -1.74391], [4.37682, 0.93722, 0.70419], [2.78782, 0.77712, -2.21811], [3.04842, 2.08772, 0.38409], [-2.29068, -0.14718, -0.04051], [-3.23088, 1.17492, 0.81109], [-2.97358, -0.12838, -1.74011], [-2.50938, -2.53428, 0.16719], [-4.06908, -1.73018, 0.53879], [-2.73918, -1.73298, 1.73529], [-2.98248, -1.68718, 0.67039], [-2.49618, -0.93278, -2.30531], [-4.06018, -0.26788, -1.73131], [-4.30978, 1.02102, 0.70539], [-2.95868, 2.14472, 0.38559], [-2.72958, 0.82542, -2.21561], [-2.96688, 1.18132, 1.87219], [0.03892, 1.48112, 1.02819], [0.04902, 2.46262, 1.66589], [0.04062, -1.27108, 1.73139], [-0.04428, -0.52898, 2.86179], [-1.35788, -0.21078, 3.40569], [-1.32828, 0.62672, 4.66139], [-0.18328, 0.96692, 5.25919], [1.10222, 0.53462, 4.70269], [1.14752, -0.17318, 3.56959], [-1.89398, -1.14918, 3.64809], [-2.26938, 0.94822, 5.09499], [-0.20118, 1.55922, 6.16869], [2.02312, 0.79202, 5.21799], [2.11442, -0.46768, 3.20909]], "nbo_charge": [-0.738, 0.563, 0.312, 0.288, 0.288, -0.315, 0.603, 0.469, 0.958, -0.928, -0.916, 0.278, 0.283, 0.258, 0.231, 0.243, 0.250, -0.929, 0.276, 0.255, 0.265, 0.961, -0.929, -0.929, 0.256, 0.278, 0.253, -0.917, 0.230, 0.283, 0.275, 0.263, 0.255, 0.252, 0.587, -0.410, -0.522, 0.000, 0.045, -0.188, -0.214, -0.068, -0.030, 0.223, 0.270, 0.273, 0.269, 0.241], "s2": 8.788, "e_homo_ev": [-16.1, -18.4], "energy_ha": -1903.5503, "gap_ev": [5.86, 4.51], "total_charge": 3, "spin_multiplicity": 6}